(1)
12
Properties=species:S:1:pos:R:3:forces:R:3 method="wB97M-V/def2-TZVPD" multiplicity=1 gap_ev=9.91 relative_energy_ev=2.026 largest_force_ha_per_bohr=0.106 total_charge=0
C -0.05362 0.49130 0.50466 -3.075 -1.428 0.993
C 1.04707 1.15633 -0.16223 2.830 4.621 -0.329
C 1.97343 -0.05485 -0.12839 -1.070 -2.187 -0.276
C 0.62677 -0.78408 0.14765 0.858 -4.865 -0.917
H -1.86144 -0.85014 0.03275 -0.241 0.580 -0.224
H 0.05571 0.63207 1.59676 -0.650 -0.027 -0.406
H 1.43572 2.06617 0.45994 -0.510 -1.452 -1.405
H 0.88227 1.47821 -1.15820 -0.559 0.439 -0.905
H 2.41060 0.04656 0.83365 1.246 -0.523 0.719
H 2.61131 -0.58170 -0.92464 -0.864 1.516 1.074
O 0.29032 -1.96507 -0.07283 0.486 3.801 0.786
S -1.83867 0.50482 -0.15173 1.548 -0.476 0.891


(2)
15
Properties=species:S:1:pos:R:3:forces:R:3 method="wB97M-V/def2-TZVPD" multiplicity=1 smiles="CC(=O)[C@H](C)N" gap_ev=9.61 relative_energy_ev=3.102 largest_force_ha_per_bohr=0.111 total_charge=0
C -1.63040 -1.49285 0.07014 1.384 0.579 -0.423
C -1.27145 -0.02447 -0.08806 5.166 -2.421 -0.538
O -2.02212 0.85942 -0.06572 -2.248 2.231 0.140
C 0.40209 0.45039 -0.31595 0.939 0.260 1.501
C 1.93860 -0.22862 0.22884 -4.365 -0.536 1.204
N 0.46465 1.86113 -0.06558 0.397 0.133 2.514
H -0.99095 -2.12786 -0.63684 -0.773 0.788 1.324
H -1.36875 -1.63870 1.17250 -0.756 -0.544 -1.480
H -2.67291 -1.51852 -0.25582 -0.033 -0.624 0.736
H 0.67680 0.42665 -1.30527 -0.376 -0.856 -2.915
H 2.73114 0.50326 0.07165 -0.386 -0.098 -0.266
H 1.75854 -0.37750 1.37475 0.854 -0.285 -2.143
H 1.98983 -1.15985 -0.41660 0.474 0.914 1.337
H -0.05894 2.49023 -0.62801 -0.611 -0.072 -0.986
H 0.05388 1.97726 0.85995 0.336 0.530 -0.005


(3)
41
Properties=species:S:1:pos:R:3:forces:R:3 method="wB97M-V/def2-TZVPD" multiplicity=2 gap_ev="6.94 / 6.80" relative_energy_ev=4.542 largest_force_ha_per_bohr=0.073 total_charge=+2
Ir 0.25710 -0.09530 1.11216 3.362 -1.105 0.687
O 4.06460 1.87576 1.70332 0.044 0.332 0.011
C 2.87196 1.44563 1.41585 -0.193 -0.326 0.089
O 2.49126 0.28975 1.57929 -0.807 0.147 -0.683
C 1.94522 2.46883 0.84901 0.533 0.105 0.158
C 2.26790 3.79810 0.61412 -0.333 0.155 -0.231
C 1.27355 4.63484 0.10286 0.681 -0.048 0.216
C 0.03286 4.11006 -0.19163 -0.607 -0.864 0.018
C -0.19771 2.74103 0.05851 1.657 3.011 0.359
N 0.75088 1.97122 0.59269 -2.392 -0.494 0.421
C -1.43596 2.17088 -0.32877 1.730 -3.299 -0.430
O -2.54903 2.17326 -0.51361 -2.552 2.421 0.509
O -0.86346 0.62659 -0.87616 -0.360 0.945 -0.250
H 4.63339 1.19283 2.09510 -0.047 -0.154 -0.013
H 3.26497 4.15853 0.82613 -0.021 0.022 0.029
H 1.48442 5.68315 -0.05948 -0.035 -0.005 -0.043
H -0.76538 4.71271 -0.60716 0.062 0.056 0.019
Br -1.13049 1.67138 -3.54316 -0.197 -0.062 -0.065
C -2.35093 0.57544 -2.64863 0.396 0.028 0.189
C -3.55211 0.20503 -3.20577 0.137 0.052 -0.052
C -4.39853 -0.63559 -2.49921 0.052 -0.099 0.171
C -4.00266 -1.11234 -1.25921 -0.023 0.156 -0.291
C -2.80626 -0.69914 -0.71480 0.399 -0.298 0.606
N -2.00100 0.15626 -1.39165 -0.874 -1.573 -1.562
C -2.36583 -1.28005 0.65616 -0.197 -0.108 -0.880
O -2.68826 -2.41540 0.87547 0.059 0.251 0.141
O -1.74212 -0.43918 1.40898 0.728 0.529 0.155
H -3.80759 0.56978 -4.18980 0.030 0.014 -0.005
H -5.34654 -0.93591 -2.92401 -0.010 0.020 -0.020
H -4.60685 -1.80814 -0.69628 0.063 -0.030 0.061
Br 0.62840 -1.64892 3.46991 0.088 -0.149 -0.042
C 1.37825 -2.66172 2.05465 0.060 -0.130 0.230
C 2.06520 -3.83773 2.26131 0.018 0.025 0.055
C 2.54914 -4.49321 1.13747 -0.041 0.019 0.046
C 2.33628 -3.94677 -0.11965 0.015 0.111 -0.017
C 1.65617 -2.74679 -0.22235 0.037 -0.121 -0.199
N 1.18256 -2.12103 0.85630 -1.399 0.493 0.643
H 2.21228 -4.22303 3.25953 -0.017 -0.024 -0.012
H 3.08785 -5.42412 1.25096 -0.009 -0.011 -0.021
H 2.69303 -4.43951 -1.01218 0.018 0.022 -0.004
H 1.48345 -2.26719 -1.17628 -0.056 -0.016 0.007


(4)
18
Properties=species:S:1:pos:R:3:forces:R:3 method="wB97M-V/def2-TZVPD" multiplicity=1 smiles="CCCNC(C)=O" gap_ev=10.45 relative_energy_ev=0.046 largest_force_ha_per_bohr=0.006 total_charge=0
C -2.08930 -0.30935 -0.79234 -0.014 -0.049 -0.034
C -1.62143 0.83821 0.09978 0.003 0.065 -0.018
C -0.59915 0.40527 1.15377 -0.087 0.070 0.116
N 0.52516 -0.34553 0.62172 0.084 0.005 -0.070
C 1.57722 0.27563 0.02062 0.014 0.036 -0.003
C 2.68866 -0.63524 -0.46723 0.059 0.004 -0.039
O 1.63135 1.48906 -0.10677 -0.026 -0.325 0.047
H -2.95570 -0.01873 -1.39489 0.142 -0.022 0.076
H -1.29530 -0.61696 -1.48084 -0.110 0.006 0.105
H -2.37762 -1.18707 -0.19961 0.009 0.122 -0.062
H -1.17931 1.63248 -0.51157 -0.062 -0.111 0.068
H -2.47687 1.27985 0.62745 0.139 -0.059 -0.065
H -0.19592 1.28883 1.65812 -0.079 -0.114 -0.045
H -1.08199 -0.22501 1.90975 0.056 0.070 -0.115
H 0.50200 -1.35139 0.65838 0.061 0.156 -0.027
H 2.78655 -0.52792 -1.55107 -0.037 0.007 0.142
H 2.53339 -1.69120 -0.22569 -0.018 0.173 -0.022
H 3.62825 -0.30093 -0.01957 -0.132 -0.035 -0.052


(5)
48
Properties=species:S:1:pos:R:3:forces:R:3 method="wB97M-V/def2-TZVPD" multiplicity=1 gap_ev=5.73 relative_energy_ev=0.599 largest_force_ha_per_bohr=0.012 total_charge=+3
Ta 0.11230 -0.25334 -0.55164 -0.377 -0.343 -0.131
Cl -6.81017 -1.58420 1.77420 0.005 -0.001 -0.001
C -5.22610 -1.49147 1.14790 -0.034 0.023 0.023
C -4.68192 -2.59356 0.47170 0.017 -0.043 -0.025
C -3.39853 -2.56729 -0.06122 -0.081 0.087 -0.060
C -2.66143 -1.41792 0.08992 0.063 -0.015 0.372
O -1.39351 -1.33368 -0.39114 0.007 0.154 -0.140
C -3.16573 -0.29095 0.78135 -0.077 -0.107 0.082
C -2.43162 0.89883 0.88435 0.030 -0.014 -0.019
N -1.17866 1.07507 0.47203 0.097 0.265 0.044
C -0.70806 2.41841 0.27181 -0.067 0.029 0.003
C -0.92020 3.49093 1.10031 0.033 0.048 -0.002
C -0.48812 4.77640 0.71556 -0.041 -0.023 0.063
C 0.13523 4.97618 -0.48622 0.022 -0.003 -0.063
C 0.39423 3.88153 -1.34568 0.028 0.005 0.015
C 1.02372 4.00727 -2.60389 -0.018 0.073 0.039
C 1.25644 2.89842 -3.38681 -0.004 -0.084 -0.014
C 0.89031 1.64801 -2.91171 -0.014 0.051 -0.042
N 0.26742 1.48391 -1.73044 -0.111 -0.191 -0.197
C -0.01952 2.59806 -0.94607 0.160 0.059 -0.026
C -4.48064 -0.34485 1.30023 0.037 -0.004 -0.024
H -5.28352 -3.48783 0.36597 -0.004 0.003 0.001
H -2.99441 -3.42132 -0.58652 0.011 0.000 0.001
H -2.95455 1.77203 1.26852 0.006 0.010 -0.007
H -1.42424 3.36252 2.05108 -0.009 -0.003 -0.004
H -0.67325 5.61088 1.37794 0.001 0.005 -0.002
H 0.43618 5.96959 -0.79359 0.003 0.001 0.002
H 1.32143 4.99042 -2.95034 0.008 0.002 0.004
H 1.73393 2.97850 -4.35300 0.000 -0.004 -0.003
H 1.10212 0.75258 -3.48464 -0.022 -0.009 0.000
H -4.89570 0.50796 1.82235 0.000 0.002 0.004
Cl 2.53989 -4.36613 -1.84641 0.019 0.000 0.000
C 3.14835 -3.10488 -0.89271 0.102 0.054 -0.203
C 4.45250 -3.18240 -0.34465 -0.026 0.029 0.023
C 4.95168 -2.18456 0.44978 -0.053 -0.012 -0.022
Cl 6.52708 -2.30287 1.08858 -0.044 0.013 -0.016
C 4.14639 -1.03862 0.76687 0.149 -0.036 0.044
C 4.52407 0.01875 1.60113 -0.065 0.019 -0.010
C 3.63618 1.05843 1.85725 -0.014 -0.001 -0.008
C 2.37106 1.03318 1.31005 0.026 0.004 0.188
N 1.96176 0.03819 0.49489 -0.129 -0.491 -0.112
C 2.86412 -0.98835 0.20336 -0.227 0.194 -0.019
C 2.39470 -1.97971 -0.66099 0.248 -0.108 0.551
O 1.10642 -1.76776 -1.06740 0.312 0.371 -0.321
H 5.05298 -4.05578 -0.56135 0.000 0.000 0.001
H 5.50798 0.02187 2.05381 0.012 -0.014 -0.007
H 3.92038 1.87833 2.50075 -0.013 0.010 -0.001
H 1.64924 1.81234 1.52552 0.036 -0.003 0.021


(6)
18
Properties=species:S:1:pos:R:3:forces:R:3 method="wB97M-V/def2-TZVPD" multiplicity=1 smiles="C=CCCCC[O-]" gap_ev=5.52 relative_energy_ev=2.230 largest_force_ha_per_bohr=0.077 total_charge=-1
C 0.69176 -0.94642 3.17411 1.651 -2.732 -1.223
C 0.75647 -1.66458 2.01799 -0.742 0.762 -0.076
C -0.12392 -1.32163 0.78682 -1.450 2.162 2.986
C 0.11472 0.12462 0.31055 -0.013 0.870 -1.696
C 0.05048 0.17076 -1.22687 -0.749 0.112 -1.368
C -0.93833 1.32404 -1.98637 1.787 0.728 0.366
O -0.35745 2.14642 -2.83257 1.382 0.524 -1.107
H 0.16623 -0.07291 3.17158 -1.939 2.132 -0.160
H 1.18513 -1.08030 4.14108 0.386 -0.577 -0.666
H 1.42522 -2.47462 1.75578 0.208 -0.325 0.961
H -1.21210 -1.24457 1.19592 1.592 -0.883 -0.968
H -0.05594 -1.91954 -0.10032 0.181 -0.948 0.235
H 1.04756 0.56689 0.67654 -0.149 -0.171 0.118
H -0.71456 0.81013 0.52914 0.183 -0.204 0.817
H -0.43175 -0.77547 -1.55520 0.113 0.319 0.133
H 1.01050 0.16055 -1.78580 -0.274 0.398 0.554
H -1.53536 0.62370 -2.61396 -1.380 0.081 0.970
H -1.33247 2.11400 -1.21163 -0.786 -2.247 0.123